# C8Cu4F18N3O18S6

A molecular structure, C8Cu4F18N3O18S6 in a non-equilibrium geometry (wB97M-V/def2-TZVPD, OMol25).

Each line ends with the Löwdin charge.
Cartesian coordinates (Å):
Cu -3.3878 0.1900 0.6962  0.85
Cu 2.2126 -0.7119 -0.9756  0.84
Cu 1.0502 2.8944 2.7453  0.79
Cu 4.0633 4.2594 -0.7753  0.89
C -3.2791 -2.6730 -3.6052  -0.57
F -3.4280 -1.3134 -3.3507  0.10
F -4.4625 -3.2422 -3.8077  0.15
F -2.3451 -2.8782 -4.5046  0.22
S -2.7858 -3.5590 -1.9182  0.75
O -2.9383 -4.9959 -2.0796  -0.23
O -1.4577 -3.0811 -1.5758  -0.28
N -3.9864 -2.7166 -0.9040  -0.12
S -5.3798 -3.5152 -0.9439  0.66
O -6.4656 -2.5344 -1.0829  -0.22
O -5.4170 -4.6876 -1.8418  -0.25
C -5.4436 -4.1946 0.8277  -0.62
F -6.7379 -4.4794 1.0960  0.15
F -4.6787 -5.2756 1.0790  0.17
F -5.1378 -3.2442 1.6901  0.14
C -2.9985 3.3460 5.8341  -0.59
F -2.0723 4.2900 6.2353  0.10
F -4.0694 3.2148 6.5782  0.21
F -3.4219 3.6013 4.5967  0.15
S -2.0311 1.6743 5.8539  0.76
O -2.5381 0.9845 7.0374  -0.25
O -2.5208 0.9927 4.6610  -0.30
N -0.2637 2.1535 5.6939  -0.12
S 0.3249 1.6085 7.0693  0.60
O -0.1255 2.4239 8.2159  -0.16
O 0.2289 0.1887 7.1667  -0.17
C 2.1576 1.9985 6.9579  -0.63
F 2.2312 3.1756 6.3874  0.16
F 2.5521 2.1554 8.2283  0.15
F 2.9142 0.9674 6.4755  0.15
C 1.6512 1.4434 -5.9287  -0.66
F 1.8562 2.2025 -7.0419  0.10
F 0.9366 2.1371 -5.0854  0.16
F 1.1248 0.3525 -6.4306  0.15
S 3.4241 1.0550 -5.2094  0.71
O 4.2830 1.0518 -6.3843  -0.31
O 3.6168 2.0963 -4.1472  -0.39
N 3.2406 -0.4929 -4.4053  -0.35
S 3.8085 -1.6278 -5.3536  0.58
O 3.4277 -2.8886 -4.7712  -0.33
O 3.5531 -1.4339 -6.8190  -0.33
C 5.8471 -1.5103 -5.1720  -0.53
F 6.3501 -0.4324 -5.8081  0.10
F 6.2779 -1.5642 -3.8578  0.07
F 6.3589 -2.5377 -5.8933  0.10
C -0.6483 2.5216 -0.5057  -0.85
O 0.4591 3.1505 -0.5551  -0.02
O -1.2119 2.6217 0.6223  0.03
O -0.5903 1.2697 -0.6546  0.05
C 4.2291 1.2484 1.5675  -0.99
O 3.1995 0.6166 1.7838  0.04
O 4.4296 1.2867 0.4051  0.13
O 4.0140 2.4174 1.8841  0.05

Values from the calculation:
Net charge ... +1
Calculated total energy ... -342067.3731 eV
Orbital gap (alpha / beta) ... 4.7 / 2.7 eV
Multiplicity ... 5
LUMO (alpha / beta) ... -6.456 / -8.404 eV
⟨S²⟩ ... 6.05
Maximum force ... 0.2362 hartree/bohr